No. 1
Molecular formula: CH3ClN2O2
Method: DFT, ωB97M-V with the def2-TZVPD basis set

Cartesian coordinates (Å):
C 0.00306 -0.45053 0.06144
N -0.54182 0.87784 -0.35865
N 0.36498 2.70514 0.30965
O -0.23167 1.33669 -1.53327
O 0.67589 2.83196 -0.78270
Cl -0.97719 -1.92460 -0.15273
H 0.94542 -0.74361 -0.50872
H 0.31820 -0.26040 1.00267
H -1.47744 1.04799 -0.16944

For the HOMO-LUMO gap (spin up / spin down), the calculation gives 8.390 / 8.366 eV. The energy above the lowest of the compared OMol25 structures with the same formula, charge and spin comes out at 343.9 kJ/mol. Its LUMO energy (spin up / spin down) is -0.41 / -0.42 eV. The value obtained for the HOMO energy (spin up / spin down) is -0.32342 / -0.32303 Eh.

No. 2
Molecular formula: CH3ClN2O2
Method: DFT, ωB97M-V with the def2-TZVPD basis set

Cartesian coordinates (Å):
C 0.03694 1.18308 0.22843
N 2.16932 -0.52969 0.40871
N 2.64640 0.46246 -0.11380
O 1.37725 1.58316 0.19952
O 3.61330 0.99618 -0.58660
Cl 3.50592 -1.56538 0.09404
H -0.83220 0.92397 -0.38496
H 0.02942 0.09129 0.86167
H -0.21828 1.85633 0.93356

For the HOMO-LUMO gap, the calculation gives 9.844 eV. The energy above the lowest of the compared OMol25 structures with the same formula, charge and spin comes out at 538.8 kJ/mol. Its LUMO energy is -0.57 eV. The value obtained for the HOMO energy is -0.38275 Eh.

No. 3
Molecular formula: CH3ClN2S
Method: DFT, ωB97M-V with the def2-TZVPD basis set

Cartesian coordinates (Å):
C 0.10578 -1.42301 -0.19299
N 0.80912 0.83562 -0.11053
N 1.02402 -0.53921 -0.16947
S -1.43727 -1.69865 -0.16398
Cl -3.48999 1.28962 -0.23131
H 1.21383 1.19525 0.69891
H -0.27006 1.04047 -0.01923
H 2.04457 -0.70008 0.18859

For the HOMO-LUMO gap (spin up / spin down), the calculation gives 5.005 / 5.007 eV. The energy above the lowest of the compared OMol25 structures with the same formula, charge and spin comes out at 390.9 kJ/mol. Its LUMO energy (spin up / spin down) is -3.15 / -3.15 eV. The value obtained for the HOMO energy (spin up / spin down) is -0.29955 / -0.29960 Eh.

No. 4
Molecular formula: CH3ClS
Method: DFT, ωB97M-V with the def2-TZVPD basis set

Cartesian coordinates (Å):
C 0.29629 -0.21340 0.94069
H -0.00332 0.15359 1.92331
H 0.30797 -1.29838 0.82355
H -0.60103 0.74963 -2.15894
S 0.69451 0.77882 -0.25623
Cl -0.69442 -0.17026 -1.27238

For the HOMO-LUMO gap, the calculation gives 6.921 eV. The energy above the lowest of the compared OMol25 structures with the same formula, charge and spin comes out at 475.9 kJ/mol. Its LUMO energy is 0.04 eV. The value obtained for the HOMO energy is -0.25276 Eh.

In order of appearance, DFT total energy = -20677.401 -20675.380 -27419.101 -24437.674 eV.